DFT (wB97M-V/def2-TZVPD) results for a molecular structure, C41H60AsIrN2OPSi4Te in a non-equilibrium geometry.

Output
multiplicity = 6

Cartesian coordinates (Å):
H  12.23768  15.93912  9.69824
C  13.28313  10.53862  14.34916
H  12.43970  17.88901  14.12308
C  9.37822  16.91762  12.35703
C  8.67325  16.84604  11.13542
H  14.80496  8.55455  8.21053
C  10.54940  9.41121  13.50180
H  10.98542  8.44315  13.14412
C  17.25100  19.44617  14.40265
Si  12.29334  10.88910  10.94960
H  11.85738  18.72070  12.63800
N  15.62864  16.54840  10.99290
C  10.38488  15.83426  12.68609
C  15.91253  19.16646  14.61978
H  8.88835  16.00689  10.46092
C  15.64403  16.37628  19.17807
C  10.89736  12.47252  13.90231
C  20.01464  13.40097  14.98494
H  10.65442  12.26584  14.91412
H  13.62711  9.51623  14.22115
H  10.21879  13.53736  10.11199
H  17.14091  19.52553  11.32053
Te  13.91261  12.83343  10.50825
C  16.04320  17.62483  8.85316
H  12.06318  11.14324  7.17035
H  14.11069  11.19000  14.05977
Si  11.71432  10.85428  13.24575
H  11.40334  17.41073  10.20472
H  10.03080  12.72543  13.28208
C  17.35001  14.13483  15.13180
H  8.96745  12.47410  10.84168
C  14.40409  9.45037  8.65353
H  10.10473  14.86134  12.28875
As  12.25166  16.24367  12.17258
H  13.06711  10.71131  15.36890
H  10.44765  11.83193  6.93394
H  19.67580  13.11740  12.95050
C  9.54566  12.71346  9.92253
H  9.57361  18.00974  14.23394
C  19.50695  13.70956  16.26848
H  16.62652  17.02037  17.40056
H  15.93275  17.44535  7.77682
H  17.27873  13.82369  12.97881
C  14.32634  14.34205  18.94074
H  9.90808  9.03903  8.45912
C  16.00819  16.26047  17.83924
C  19.21580  13.42405  13.83593
P  15.85689  15.13450  15.24006
H  12.60221  6.61765  9.86249
H  10.45326  15.74621  13.78388
H  15.26195  20.03588  14.69125
C  8.08235  18.89172  12.96057
H  7.79245  19.63949  13.69019
H  17.53360  20.44672  14.08190
H  11.25127  7.68997  10.29056
C  18.15618  14.07611  16.29654
C  18.21227  18.42198  14.43920
O  15.80745  15.35838  11.63123
H  13.73804  9.90653  7.87655
C  15.59079  16.57788  9.58975
C  11.30788  11.82035  7.59166
H  20.09241  13.61381  17.14255
C  12.21932  16.78679  10.35750
H  16.00629  17.16711  19.75369
H  15.14010  7.37580  11.04648
H  10.40879  9.19014  14.54427
C  14.63826  14.31763  17.59004
H  17.72930  14.39228  17.20099
H  7.13903  17.64441  9.90392
C  9.07535  17.94278  13.25445
H  21.03108  13.06435  14.87722
Ir  14.03075  14.50638  12.60092
H  9.34120  9.34935  10.10480
C  12.21693  7.60337  9.70822
C  14.65885  8.27555  11.47939
C  7.68067  17.74746  10.83288
H  15.44570  9.00638  11.73214
H  8.48738  10.11653  8.75708
H  8.80554  13.03804  9.14634
H  13.60590  18.26079  12.73388
C  17.77952  17.12491  14.67976
N  14.54155  14.74590  14.43758
C  14.80550  15.36681  19.69974
C  16.26301  17.65036  11.56047
C  7.39740  18.76641  11.74494
H  13.63782  13.58678  19.37195
C  16.46021  16.81898  14.93418
C  16.65671  18.69492  10.82443
C  15.52617  17.88322  14.88873
H  19.27149  18.57516  14.17402
Si  13.45546  8.95945  10.18748
H  11.54643  13.33676  13.94881
C  9.47903  9.80937  9.13122
C  16.63390  18.74200  9.41009
H  14.28390  7.99882  12.46020
C  12.55297  17.95931  13.01641
C  15.51057  15.24856  17.03478
H  17.00588  19.61997  8.83354
Si  10.63430  11.29355  9.28435
H  16.38665  17.58642  12.64587
H  15.08362  15.70686  9.21569
H  14.49674  17.61911  15.06275
H  14.58296  15.41519  20.75298
H  18.58118  16.38191  14.72925
H  11.78546  12.78742  7.59835
H  13.09241  17.37282  10.17868
H  6.68664  19.53768  11.44762
H  11.89749  7.71011  8.66837
H  9.56147  9.64376  13.03633
H  15.19620  10.17882  8.87283
H  14.22496  13.53463  16.94009
C  17.87812  13.79663  13.84762



DFT (wB97M-V/def2-TZVPD) results for a molecular structure, C41H62AlGe2NSSi4.

Output
multiplicity = 2
net charge = +1

Cartesian coordinates (Å):
H  0.96068  -4.62315  -6.15357
H  -4.13200  1.57290  0.27207
H  -3.87663  1.41290  2.01361
C  -1.75174  -4.58648  -0.77609
C  -1.92674  -0.15715  -1.75558
H  0.05216  -5.76606  -5.16662
S  -2.10210  -4.79960  0.90308
H  -1.65414  1.57318  -5.17283
H  -2.21347  4.70687  4.32751
H  2.28069  0.00123  3.40775
H  -3.42146  4.86733  0.85711
H  3.31597  1.78052  0.79391
H  -0.05260  -2.17349  -2.42330
H  1.50573  5.08539  -0.99018
C  -0.17794  1.78025  6.00225
H  0.80878  -2.20880  -5.81682
H  4.53060  -0.62765  -3.01150
H  -2.22084  -2.76393  -5.40084
H  0.19270  -0.10547  4.09622
C  -0.35479  -3.65811  -4.72881
H  3.07645  5.15802  -2.89984
H  4.25252  2.61584  2.03440
H  2.97446  0.89943  -3.13994
H  3.80995  3.04596  -3.96297
H  -1.82674  -5.77600  -3.90625
H  -2.10688  -4.49360  -5.74432
H  -3.46673  4.20814  2.49119
H  3.26641  -4.06033  -0.92041
H  -2.05409  -0.65196  -0.79512
C  -3.37441  1.42927  1.04720
H  -2.72439  3.27280  -1.34646
C  -1.60119  -3.49027  3.70734
C  -0.30577  -1.05403  3.97027
H  1.41949  -4.89515  -4.46772
H  -0.51827  4.77399  4.80793
H  -2.10211  -4.44541  3.60494
H  1.55270  4.83887  3.31907
H  3.40115  -0.98767  1.04325
C  -2.81735  4.39425  1.63608
C  -0.59137  0.79728  -3.48353
C  -3.08065  0.12338  -2.47346
Si  -1.25719  2.38744  4.57739
H  0.13184  0.73957  5.96954
C  -0.72626  -1.74651  5.09952
H  -2.93389  0.44047  0.89165
H  -0.76914  1.91419  6.91328
C  1.83411  4.16510  -1.45831
H  1.72221  -3.61672  -0.18573
C  3.12823  3.02468  -3.12254
H  -0.55102  -1.33505  6.08480
H  -2.04873  5.10694  1.93580
C  2.33845  -3.50832  -1.07962
H  2.12938  0.96386  4.87695
C  1.77952  1.74916  -1.56116
Si  -0.33457  2.06512  2.37762
Al  -0.08627  -0.72697  0.96595
H  1.29546  -2.36097  -4.12918
C  -1.38215  -2.96166  4.96814
H  4.48272  -0.16353  -0.08827
Ge  0.99675  -0.00753  -1.16076
H  -1.75036  4.32070  5.98022
N  -0.84140  -2.66857  0.19836
C  -2.94073  1.56073  4.71299
H  1.61229  3.92493  4.82802
C  -1.73789  1.07944  -4.21319
C  -1.16370  -2.79056  2.58993
C  -2.04979  -5.45113  -1.82544
H  -4.04823  -0.13547  -2.06219
C  -1.05759  -3.39659  -0.97909
H  1.80947  -3.95489  -1.92081
H  -1.22520  2.34410  -1.40159
C  -1.45153  4.22372  4.93203
H  -3.88126  0.96696  -4.27742
H  -3.70347  2.13586  4.18526
C  3.29568  2.60589  1.50206
H  -2.59565  -6.36873  -1.65277
C  2.54493  0.95607  3.86943
H  -1.17877  -3.34716  -6.70600
C  -1.53996  -3.56346  -5.69920
H  4.59103  -2.39173  -3.02096
C  0.57180  -4.80785  -5.15080
H  3.10286  4.31112  3.96785
H  0.36938  1.09825  -3.88508
C  2.05634  4.02160  3.83884
C  2.71564  4.20782  -2.52873
C  -2.98688  0.74107  -3.71180
C  1.37569  2.94680  -0.98115
H  -2.94694  0.54358  4.31853
H  -3.23743  1.51510  5.76412
C  -0.87221  -3.93200  -3.31889
H  -1.18611  4.07152  -1.01793
C  3.96909  -1.10230  0.11748
C  -0.66175  0.16022  -2.24361
H  4.72056  -1.87686  0.27966
C  0.43276  -2.35042  -4.80277
C  2.65807  1.80851  -2.64436
C  -1.74511  3.14534  -0.87406
H  0.71837  2.39060  6.11475
H  3.63404  0.97533  3.95848
C  -0.61380  -3.08023  -2.26362
H  3.21599  3.53322  0.93812
H  3.33451  -1.55397  -3.93789
H  -0.19342  -1.49162  -4.55265
C  -0.51500  -1.55540  2.69105
C  3.92132  -1.52981  -3.01999
H  0.69442  2.93548  -0.13948
Si  1.99884  2.43404  2.83569
Si  -2.09719  2.80896  0.93236
Ge  2.83301  -1.63940  -1.39366
C  -1.32022  -3.31389  1.23435
C  -1.61156  -5.10869  -3.08294
H  -1.71844  -3.49901  5.84443



Here are the calculated electronic energy numbers, same order: -160285.7111 -206986.2622 (eV).
Here are the calculated energy above the lowest of the compared OMol25 structures with the same formula, charge and spin numbers, same order: 0.778 0.591 (eV).